[1]
81
Properties=species:S:1:pos:R:3:mulliken_charge:R:1 method="wB97M-V/def2-TZVPD" total_energy_ha=-2928.0029 multiplicity=1 charge=+3 orbital_gap_ev=5.414 e_homo_ev=-16.5 lumo_ev=-11.1 relative_energy_kj_mol=146.65
Au 0.386 0.791 0.325 1.297
O -0.648 -3.457 -1.869 -0.751
S -0.174 -2.414 -0.961 1.253
C -0.607 -2.848 0.732 0.190
C -0.459 -4.162 1.135 -0.812
C -0.843 -4.527 2.422 -0.999
C -1.392 -3.580 3.273 -0.824
C -1.585 -2.274 2.844 -1.012
C -1.194 -1.889 1.562 0.592
P -1.592 -0.255 0.900 0.845
C -2.652 -0.603 -0.516 0.507
C -3.514 -1.697 -0.473 -0.154
C -4.380 -1.934 -1.531 -0.835
C -4.391 -1.084 -2.626 -0.673
C -3.540 0.018 -2.667 -0.551
C -2.675 0.257 -1.616 -0.629
C -2.508 0.666 2.128 0.754
C -1.860 1.114 3.283 -0.228
C -2.563 1.828 4.235 -0.744
C -3.909 2.114 4.031 -0.645
C -4.551 1.686 2.877 -0.830
C -3.857 0.961 1.921 -0.657
C 1.623 -2.407 -1.003 0.798
C 2.473 -3.456 -0.695 -0.779
C 3.781 -3.396 -1.153 -0.860
C 4.209 -2.330 -1.947 -0.867
C 3.360 -1.281 -2.249 -0.707
C 2.060 -1.309 -1.726 0.643
P 0.925 0.049 -1.982 1.295
C 0.346 0.114 -3.620 1.270
C -0.228 -1.076 -4.132 -0.390
C -0.620 -1.117 -5.452 -0.971
C -0.460 0.010 -6.256 -0.564
C 0.091 1.190 -5.750 -0.886
C 0.478 1.263 -4.433 -0.634
C 1.644 1.601 -1.472 -0.772
C 2.969 1.722 -0.994 -0.202
C 3.490 2.971 -0.727 -0.995
C 2.703 4.106 -0.894 -0.560
C 1.378 4.008 -1.324 -1.091
C 0.846 2.773 -1.618 0.319
H -0.090 -4.908 0.442 0.653
H -0.735 -5.553 2.744 0.465
H -1.706 -3.865 4.268 0.499
H -2.071 -1.563 3.499 0.548
H -3.520 -2.367 0.378 0.511
H -5.048 -2.784 -1.497 0.484
H -5.069 -1.272 -3.448 0.460
H -3.564 0.690 -3.515 0.496
H -2.027 1.128 -1.641 0.537
H -0.809 0.900 3.442 0.342
H -2.069 2.167 5.135 0.469
H -4.457 2.676 4.775 0.437
H -5.597 1.913 2.721 0.466
H -4.366 0.626 1.027 0.462
H 2.121 -4.323 -0.153 0.458
H 4.463 -4.206 -0.933 0.465
H 5.217 -2.323 -2.339 0.479
H 3.704 -0.461 -2.868 0.657
H -0.349 -1.952 -3.506 0.377
H -1.046 -2.021 -5.863 0.524
H -0.763 -0.030 -7.294 0.473
H 0.220 2.046 -6.398 0.489
H 0.918 2.172 -4.051 0.467
H 3.576 0.840 -0.844 0.632
H 4.513 3.063 -0.387 0.513
H 3.122 5.083 -0.685 0.509
H 0.776 4.898 -1.441 0.536
H -0.170 2.697 -1.989 0.509
C 2.716 1.529 5.306 -0.885
N 2.579 1.956 3.913 0.061
C 3.250 3.201 3.549 -0.821
C 1.924 1.237 3.044 0.095
O 1.829 1.524 1.816 -0.853
H 2.352 2.317 5.963 0.351
H 3.764 1.335 5.528 0.362
H 2.139 0.623 5.477 0.299
H 4.324 3.090 3.695 0.353
H 2.887 4.000 4.193 0.339
H 3.037 3.436 2.512 0.161
H 1.463 0.332 3.448 0.478

***

[2]
83
Properties=species:S:1:pos:R:3:mulliken_charge:R:1 method="wB97M-V/def2-TZVPD" total_energy_ha=-2046.7502 multiplicity=1 charge=+1 orbital_gap_ev="6.743 / 6.739" e_homo_ev="-11.3 / -11.3" lumo_ev="-4.6 / -4.6" relative_energy_kj_mol=183.80
Os -0.036 0.017 -0.070 2.400
O 0.526 -1.161 -1.427 -0.415
C 0.883 -2.522 -1.346 1.539
C -0.181 -3.261 -0.506 -2.363
C -0.268 -2.922 0.955 0.847
C -0.523 -3.949 1.851 -0.596
C -0.747 -3.660 3.184 -1.099
C -0.648 -2.345 3.606 -0.872
C -0.321 -1.357 2.696 0.673
C -0.072 0.035 3.187 -2.200
C -1.016 1.093 2.563 2.716
O -0.656 1.264 1.218 -0.158
C -2.470 0.611 2.717 0.215
C -3.153 -0.013 1.681 0.522
C -4.465 -0.435 1.844 -1.069
C -5.107 -0.237 3.055 -0.611
C -4.431 0.375 4.100 -0.981
C -3.121 0.797 3.934 -0.363
C -0.847 2.457 3.239 -0.640
C 0.057 2.719 4.258 -0.098
C 0.133 3.991 4.814 -1.031
C -0.684 5.009 4.352 -0.472
C -1.567 4.759 3.310 -0.881
C -1.646 3.493 2.759 -0.326
N -0.176 -1.643 1.380 0.471
C 0.806 -3.124 -2.756 -0.257
C -0.191 -2.679 -3.619 -0.391
C -0.322 -3.234 -4.882 -0.689
C 0.542 -4.239 -5.292 -0.619
C 1.545 -4.675 -4.440 -0.907
C 1.678 -4.121 -3.175 -0.269
C 2.297 -2.616 -0.782 0.145
C 2.679 -3.537 0.183 0.021
C 4.003 -3.597 0.602 -0.975
C 4.949 -2.741 0.063 -0.594
C 4.570 -1.815 -0.902 -0.849
C 3.253 -1.756 -1.323 -0.015
H -0.038 -4.334 -0.614 0.501
H -1.138 -3.013 -0.978 0.698
H -0.573 -4.968 1.494 0.549
H -0.988 -4.448 3.885 0.466
H -0.807 -2.088 4.643 0.504
H 0.949 0.335 2.930 0.550
H -0.184 0.046 4.268 0.614
H -2.671 -0.152 0.722 -0.327
H -4.989 -0.901 1.019 0.466
H -6.135 -0.550 3.179 0.425
H -4.930 0.541 5.046 0.443
H -2.600 1.286 4.748 0.479
H 0.716 1.951 4.642 0.411
H 0.837 4.180 5.614 0.439
H -0.626 5.994 4.794 0.431
H -2.198 5.549 2.925 0.432
H -2.333 3.290 1.946 0.421
H -0.851 -1.879 -3.303 0.277
H -1.098 -2.878 -5.546 0.447
H 0.435 -4.676 -6.276 0.397
H 2.234 -5.446 -4.761 0.440
H 2.465 -4.463 -2.516 0.419
H 1.956 -4.222 0.609 0.424
H 4.296 -4.327 1.346 0.474
H 5.980 -2.799 0.385 0.435
H 5.304 -1.151 -1.339 0.464
H 2.947 -1.052 -2.087 0.540
B 0.259 2.823 -2.423 0.212
N -1.061 2.043 -2.222 -0.074
C -2.162 2.387 -2.897 -0.183
C -3.127 1.408 -2.722 -1.243
C -2.526 0.474 -1.894 -0.405
N -1.280 0.873 -1.612 0.155
N 1.433 2.332 -1.543 -0.051
C 2.643 2.889 -1.634 -0.230
C 3.495 2.286 -0.719 -1.157
C 2.711 1.336 -0.088 -0.370
N 1.475 1.387 -0.599 0.078
H 0.595 2.684 -3.572 -0.140
H 0.053 3.979 -2.166 -0.130
H -2.189 3.295 -3.475 0.441
H -4.119 1.382 -3.135 0.438
H -2.927 -0.454 -1.520 0.561
H 2.828 3.685 -2.335 0.459
H 4.531 2.510 -0.541 0.453
H 2.980 0.635 0.685 0.560

***

[3]
85
Properties=species:S:1:pos:R:3:mulliken_charge:R:1 method="wB97M-V/def2-TZVPD" total_energy_ha=-5520.6496 multiplicity=1 charge=0 orbital_gap_ev=7.183 e_homo_ev=-7.2 lumo_ev=0.0 relative_energy_kj_mol=0.00
Pt 0.083 0.116 -0.463 0.672
C -2.236 1.688 2.857 -1.822
C -1.681 0.955 1.679 0.604
N -0.634 1.378 1.044 0.404
O -0.107 2.583 1.522 -0.593
C -2.300 -0.249 1.176 0.325
C -3.561 -0.846 1.710 -1.745
N -1.702 -0.782 0.121 0.934
O -2.167 -1.809 -0.431 -0.819
H -1.446 2.197 3.402 0.441
H -2.755 1.002 3.521 0.442
H -2.950 2.444 2.521 0.306
H 0.339 2.958 0.751 0.437
H -4.180 -0.104 2.211 0.479
H -3.366 -1.663 2.411 0.273
H -4.120 -1.274 0.879 0.386
Te 4.092 -1.987 -1.913 0.497
C 5.291 -1.277 -3.502 0.180
C 6.598 -1.732 -3.655 -0.589
C 7.366 -1.226 -4.691 -0.372
N 6.935 -0.315 -5.562 -0.615
C 5.685 0.111 -5.408 -0.615
C 4.831 -0.333 -4.407 0.321
C 2.504 -0.711 -2.089 -0.294
P 0.823 -1.280 -2.095 0.064
C -0.013 -1.001 -3.678 -0.132
C -1.385 -1.244 -3.771 -0.318
C -2.051 -0.963 -4.951 -0.641
C -1.357 -0.438 -6.037 -0.484
C 0.003 -0.193 -5.942 -0.636
C 0.677 -0.471 -4.759 -0.439
C 0.674 -3.043 -1.768 0.782
C 0.610 -3.953 -2.818 -0.690
C 0.610 -5.315 -2.549 -0.684
C 0.676 -5.763 -1.238 -0.587
C 0.739 -4.853 -0.190 -0.572
C 0.736 -3.493 -0.452 0.146
P 2.133 0.742 -1.174 -0.337
C 3.422 1.220 0.002 1.550
C 4.765 1.278 -0.377 -0.329
C 5.731 1.636 0.550 -0.881
C 5.370 1.936 1.857 -0.706
C 4.042 1.861 2.245 -0.811
C 3.071 1.495 1.322 -0.341
C 2.022 2.147 -2.349 0.818
C 0.797 2.770 -2.559 -0.055
C 0.666 3.773 -3.513 -0.812
C 1.762 4.159 -4.267 -0.641
C 2.992 3.544 -4.063 -0.871
C 3.120 2.546 -3.112 -0.201
H 7.025 -2.467 -2.982 0.358
H 8.387 -1.569 -4.828 0.356
H 5.341 0.852 -6.124 0.380
H 3.820 0.046 -4.328 0.178
H -1.916 -1.641 -2.910 0.412
H -3.115 -1.150 -5.027 0.434
H -1.884 -0.215 -6.956 0.384
H 0.543 0.222 -6.784 0.432
H 1.736 -0.269 -4.660 0.495
H 0.560 -3.601 -3.841 0.422
H 0.562 -6.026 -3.364 0.403
H 0.675 -6.826 -1.032 0.392
H 0.784 -5.206 0.833 0.454
H 0.788 -2.771 0.353 -0.061
H 5.071 1.021 -1.384 0.109
H 6.771 1.670 0.252 0.458
H 6.130 2.213 2.577 0.393
H 3.760 2.069 3.269 0.500
H 2.042 1.373 1.635 0.379
H -0.070 2.442 -1.996 0.259
H -0.297 4.241 -3.673 0.426
H 1.660 4.934 -5.016 0.387
H 3.852 3.843 -4.649 0.466
H 4.083 2.072 -2.971 0.226
Br 5.076 -1.757 4.088 -0.188
C 3.222 -1.797 3.733 -0.464
C 2.319 -2.162 4.715 -0.136
C 0.972 -2.168 4.384 -0.937
C 0.599 -1.799 3.101 -0.276
N 1.472 -1.439 2.163 0.167
C 2.765 -1.450 2.470 -0.296
H 2.658 -2.436 5.704 0.445
H 0.225 -2.454 5.112 0.452
H -0.446 -1.789 2.805 0.496
H 3.466 -1.178 1.690 0.672

***

[4]
80
Properties=species:S:1:pos:R:3:mulliken_charge:R:1 method="wB97M-V/def2-TZVPD" total_energy_ha=-3130.3445 multiplicity=1 charge=+2 orbital_gap_ev="3.366 / 3.318" e_homo_ev="-11.5 / -11.5" lumo_ev="-8.1 / -8.2"
C -1.812 -1.334 4.495 -0.212
C -2.356 -0.766 3.289 -0.679
C -2.291 -1.781 2.259 -0.175
H -2.791 0.234 3.172 0.509
C -1.704 -2.955 2.835 -0.525
C -1.418 -2.687 4.215 -0.666
H -1.054 -3.413 4.955 0.576
H -1.802 -0.849 5.480 0.500
H -2.713 -1.687 1.254 0.615
H -1.594 -3.920 2.323 0.514
Ce 0.104 -1.010 2.845 0.568
Si -1.132 -0.648 -3.405 0.237
C -0.680 0.875 -4.593 0.229
C 0.494 0.948 -5.374 0.147
H 1.212 0.131 -5.368 0.595
C 0.782 2.035 -6.213 -0.711
H 1.725 2.059 -6.764 0.390
C -0.114 3.091 -6.318 -0.485
H 0.135 3.977 -6.905 0.405
C -1.335 3.006 -5.643 -0.580
H -2.051 3.827 -5.729 0.424
C -1.624 1.889 -4.840 -0.700
H -2.620 1.822 -4.397 0.329
C -0.345 -1.945 -4.541 0.618
C -0.533 -1.854 -5.946 -0.424
H -1.145 -1.050 -6.383 0.414
C 0.102 -2.733 -6.825 -0.692
H -0.041 -2.622 -7.909 0.412
C 0.944 -3.736 -6.310 -0.497
H 1.436 -4.436 -6.991 0.382
C 1.157 -3.819 -4.928 -0.726
H 1.826 -4.580 -4.519 0.386
C 0.529 -2.921 -4.050 -0.145
H 0.738 -2.971 -2.980 0.269
H -2.617 -0.684 -3.380 -0.278
Si 1.761 0.997 -1.989 -0.239
C 0.999 -0.593 -1.303 0.870
C -0.488 -0.777 -1.541 1.213
H -1.072 0.086 -1.147 -0.442
C -1.060 -2.034 -1.033 -1.276
H -2.146 -2.156 -1.090 0.703
C -0.295 -3.038 -0.483 -0.537
H -0.737 -3.995 -0.186 0.436
C 1.097 -2.869 -0.316 -0.941
H 1.704 -3.690 0.087 0.427
C 1.695 -1.643 -0.695 -0.346
H 2.765 -1.513 -0.496 0.394
C 0.443 2.225 -1.410 0.500
C -0.318 1.977 -0.238 0.861
H -0.091 1.074 0.338 -0.541
C -1.335 2.841 0.183 -0.178
H -1.917 2.606 1.074 0.668
C -1.587 4.011 -0.525 -1.085
H -2.336 4.710 -0.158 0.437
C -0.864 4.259 -1.701 -0.584
H -1.115 5.150 -2.285 0.415
C 0.154 3.392 -2.127 -0.475
H 0.729 3.609 -3.029 0.337
H 2.900 1.331 -1.200 -0.125
Cl 2.047 0.552 1.930 -0.350
C -0.539 3.391 4.040 -0.697
C -0.192 3.469 5.399 -0.709
C 0.352 2.353 6.042 -0.967
C 0.505 1.141 5.338 0.485
N -0.019 1.037 4.074 0.180
C -0.413 2.155 3.406 0.476
C 1.274 -0.022 5.840 1.103
C 2.047 0.083 7.013 -0.986
C 2.816 -0.999 7.440 -0.481
C 2.805 -2.182 6.697 -0.921
C 1.998 -2.238 5.539 0.089
N 1.289 -1.178 5.064 0.423
H -0.905 4.245 3.462 0.527
H -0.334 4.396 5.948 0.460
H 0.667 2.382 7.085 0.414
H -0.527 2.039 2.322 -0.189
H 2.066 1.040 7.549 0.319
H 3.420 -0.907 8.339 0.467
H 3.415 -3.050 6.986 0.407
H 1.930 -3.163 4.949 0.428